Computed, not measured: a molecular structure, C26H40BF4NP2Pd, with the ωB97M-V functional and the def2-TZVPD basis.

```
75
Properties=species:S:1:pos:R:3:forces:R:3:mulliken_charge:R:1
Pd 0.0160 -0.9414 0.6019 0.1 0.2 0.2 -0.545
C 3.0618 -0.9906 3.0482 0.0 0.0 -0.1 -1.537
C 3.5152 -1.3482 1.6298 -0.3 -0.2 0.2 0.691
C 3.6066 -2.8675 1.4490 0.0 0.0 0.0 -1.557
P 2.3083 -0.6654 0.4398 0.0 0.2 -0.4 1.191
C 2.9111 -1.1033 -1.2468 0.0 0.0 0.0 0.521
C 4.3561 -0.6816 -1.5006 0.0 -0.1 0.0 -1.606
C 1.9741 -0.5036 -2.2981 0.0 0.0 0.0 -1.438
C 2.3752 1.1309 0.5662 0.0 0.0 0.1 -0.656
C 3.5258 1.8663 0.8399 0.0 0.0 0.0 -0.396
C 3.4924 3.2444 0.9855 0.0 0.0 0.0 0.426
C 4.7410 4.0315 1.2818 0.0 0.0 0.1 -1.662
C 2.2470 3.8658 0.8828 0.0 0.0 0.0 -0.901
C 1.0939 3.1552 0.6105 0.0 0.0 0.0 -0.231
C 1.1353 1.7667 0.4180 0.0 0.1 -0.1 0.110
N 0.0016 1.0030 0.1450 -0.1 -0.4 0.2 0.137
C -1.0430 1.4565 -0.6517 0.2 0.1 -0.1 0.763
C -0.9229 2.5486 -1.5282 0.0 0.0 0.0 -0.749
C -1.9819 2.9444 -2.3204 0.0 0.0 0.0 -1.092
C -3.2123 2.2885 -2.2938 0.0 0.0 0.0 0.299
C -4.3525 2.7086 -3.1832 0.0 0.0 0.0 -1.687
C -3.3263 1.1996 -1.4462 0.0 0.0 0.0 -0.119
C -2.2685 0.7677 -0.6462 -0.1 0.0 0.0 -0.434
P -2.2976 -0.7375 0.3505 0.0 -0.1 -0.5 1.211
C -3.5171 -0.5303 1.7109 0.2 0.0 0.3 0.608
C -2.8016 0.0999 2.9123 0.0 0.0 0.0 -1.500
C -4.7622 0.2777 1.3562 0.0 0.0 0.0 -1.564
C -2.8547 -2.1507 -0.6932 0.1 -0.1 0.0 0.757
C -1.9609 -2.2492 -1.9316 0.0 0.0 0.0 -1.350
C -4.3281 -2.2326 -1.0846 0.0 0.0 0.1 -1.492
H 3.7578 -1.4054 3.7788 0.0 0.0 0.0 0.495
H 2.0748 -1.4147 3.2454 0.0 0.0 0.0 0.203
H 3.0075 0.0885 3.1978 0.0 0.0 0.0 0.286
H 4.4856 -0.8896 1.4255 0.0 0.0 0.0 0.513
H 2.6286 -3.3388 1.5621 0.0 0.0 0.0 0.289
H 4.2717 -3.2869 2.2054 0.0 0.0 0.0 0.488
H 4.0001 -3.1425 0.4699 0.0 0.0 0.0 0.315
H 2.8338 -2.1939 -1.2994 0.0 0.0 0.1 0.755
H 4.4544 0.4049 -1.4634 0.0 0.0 0.0 0.311
H 4.6634 -1.0120 -2.4945 0.0 0.0 0.0 0.480
H 5.0503 -1.1185 -0.7810 0.0 0.0 0.0 0.360
H 2.0409 0.5871 -2.2975 0.0 0.0 0.0 0.264
H 0.9336 -0.7778 -2.1193 0.0 0.0 0.0 0.028
H 2.2527 -0.8631 -3.2898 0.0 0.0 0.0 0.600
H 4.4749 1.3519 0.9507 0.0 0.0 0.0 0.318
H 5.6288 3.5027 0.9357 0.0 0.0 0.0 0.369
H 4.8580 4.2013 2.3549 0.0 0.0 0.0 0.315
H 4.7159 5.0074 0.7974 0.0 0.0 0.0 0.402
H 2.1748 4.9358 1.0436 0.0 0.0 0.0 0.407
H 0.1414 3.6661 0.5713 0.0 0.0 0.0 0.680
H 0.0188 3.0738 -1.5993 0.0 0.0 0.0 0.542
H -1.8443 3.7869 -2.9893 0.0 0.0 0.0 0.372
H -4.2548 3.7520 -3.4815 0.0 0.0 0.0 0.386
H -5.3119 2.5887 -2.6791 0.0 0.0 0.0 0.371
H -4.3821 2.1067 -4.0944 0.0 0.0 0.0 0.312
H -4.2665 0.6640 -1.4146 0.0 0.0 0.0 0.201
H -3.8021 -1.5555 1.9722 0.0 0.0 0.0 0.537
H -2.4709 1.1131 2.6704 0.0 0.0 0.0 0.309
H -1.9264 -0.4800 3.2061 0.0 0.0 0.0 0.290
H -3.4786 0.1599 3.7661 0.0 0.0 0.0 0.496
H -4.4987 1.3065 1.1085 0.0 0.0 0.0 0.310
H -5.4224 0.3000 2.2258 0.0 0.0 0.0 0.493
H -5.3242 -0.1430 0.5249 0.0 0.0 0.0 0.289
H -2.6274 -3.0098 -0.0519 0.0 0.0 0.0 0.319
H -2.1605 -1.4244 -2.6201 0.0 0.0 0.0 0.282
H -2.1564 -3.1897 -2.4478 0.0 0.0 0.0 0.525
H -0.9008 -2.2495 -1.6753 0.0 0.0 0.0 -0.010
H -4.6009 -1.4635 -1.8078 0.0 0.0 0.0 0.253
H -4.9965 -2.1696 -0.2263 0.0 0.0 0.0 0.352
H -4.5035 -3.2009 -1.5572 0.0 0.0 0.0 0.462
F 0.2750 -4.5355 -0.5535 0.0 0.1 0.0 -0.414
B -0.0651 -4.3984 0.7816 -0.1 -0.1 -0.2 0.311
F 0.1770 -2.9553 1.1168 0.0 0.1 0.3 -0.400
F -1.4134 -4.6208 1.0067 0.0 0.0 0.0 -0.343
F 0.7551 -5.1115 1.6213 0.0 0.0 0.0 -0.323
```
Positions in Å, forces in eV/Å.

The value obtained for the energy is -2304.7028 Ha. The HOMO energy is -7.275 eV. The largest force on an atom comes out at 0.5 eV/A. The energy above the lowest of the compared OMol25 structures with the same formula, charge and spin is 0.000 eV.